No. 1
Computed, not measured: a 2-piece molecular cluster, C4H10NO3 overall at a distorted geometry, with ωB97M-V with the def2-TZVPD basis set.

**Kohn-Sham gap (spin up / spin down)**: 0.362 / 0.304 Eh
**Charge**: 0
**Multiplicity**: 2
**⟨S²⟩**: 0.7569
**LUMO (spin up / spin down)**: 0.025 / -0.048 Eh
**HOMO (spin up / spin down)**: -9.16 / -9.59 eV

Last column: Löwdin spin population.
Cartesian coordinates (Å):
1 O -0.649 0.951 0.404  0.147
2 C 0.417 1.528 0.502  0.107
3 O 0.494 2.810 0.908  0.019
4 C 1.702 0.968 0.130  0.552
5 C 1.870 -0.239 -0.705  0.079
6 C 2.900 -1.162 0.007  0.032
7 O 0.694 -1.005 -0.885  0.004
8 N -5.133 -1.003 -0.242  0.000
9 H -0.248 3.016 1.490  0.001
10 H 2.497 1.492 0.643  0.025
11 H 2.296 0.063 -1.665  0.027
12 H 3.910 -0.795 -0.173  0.001
13 H 2.823 -2.209 -0.285  0.003
14 H 2.646 -1.107 1.054  0.002
15 H -0.026 -0.525 -0.443  -0.001
16 H -5.267 -0.260 -0.910  0.000
17 H -5.591 -1.852 -0.517  0.000
18 H -5.335 -0.672 0.685  0.000

Force components x, y, z for each atom (eV/Å):
-0.273 -0.162 0.273
-0.080 -0.161 -0.832
0.518 0.185 0.666
-0.700 0.848 0.532
0.459 -1.323 0.612
-0.092 0.497 -0.259
0.065 0.550 -0.118
0.743 0.327 -0.220
-0.276 -0.039 -0.304
0.505 -0.277 -0.478
-0.137 0.024 -0.314
0.082 -0.058 0.213
-0.131 0.226 -0.366
0.263 -0.168 0.524
-0.201 -0.134 -0.149
-0.135 -0.102 -0.056
-0.312 0.024 0.190
-0.297 -0.255 0.085

---

No. 2
Computed, not measured: a 2-piece molecular cluster, C4H10NO3 overall at a distorted geometry, with ωB97M-V with the def2-TZVPD basis set.

**Kohn-Sham gap (spin up / spin down)**: 0.168 / 0.321 Eh
**Charge**: 0
**Multiplicity**: 2
**⟨S²⟩**: 0.7525
**LUMO (spin up / spin down)**: 0.025 / 0.013 Eh
**HOMO (spin up / spin down)**: -3.89 / -8.40 eV

Last column: Löwdin spin population.
Cartesian coordinates (Å):
1 O 0.640 -2.092 1.433  0.259
2 C 0.791 -0.905 1.244  0.275
3 C -0.302 -0.168 0.381  0.098
4 C -0.115 1.348 0.431  0.038
5 C 1.065 1.803 -0.348  0.008
6 O 1.813 1.028 -0.892  0.007
7 N -1.649 -0.607 0.925  0.094
8 H 1.610 -0.241 1.586  0.030
9 H -0.106 -0.730 -0.535  0.018
10 H -0.963 1.732 -0.175  0.009
11 H -0.063 1.721 1.453  0.024
12 H 1.129 2.904 -0.484  0.000
13 H -2.119 -1.314 0.304  0.045
14 H -1.573 -0.999 1.878  0.045
15 H -2.248 0.235 0.907  0.035
16 H 0.667 -2.042 -2.865  0.001
17 H 1.066 -0.505 -2.666  0.001
18 O 0.357 -1.169 -2.576  0.012

Force components x, y, z for each atom (eV/Å):
0.174 -2.550 0.372
-1.607 3.498 -0.191
3.260 -1.391 1.782
-1.178 -1.098 -1.185
0.294 -0.402 -0.635
0.111 0.664 -0.070
-1.025 0.169 -0.921
0.078 -0.454 -0.105
-0.798 0.878 -0.648
0.120 0.651 0.750
-0.369 0.161 -0.005
0.335 -0.184 0.098
0.452 0.398 0.417
0.225 0.230 -0.022
-0.114 -0.527 0.412
0.220 0.658 0.101
-0.185 -0.788 0.056
0.008 0.086 -0.206

---

No. 3
Computed, not measured: a 2-piece molecular cluster, C4H10NO3S overall at a distorted geometry, with ωB97M-V with the def2-TZVPD basis set.

**Kohn-Sham gap**: 0.230 Eh
**Charge**: -1
**LUMO**: 0.122 Eh
**HOMO**: -2.93 eV

Last column: Mulliken charge in e.
Cartesian coordinates (Å):
1 O -1.639 1.325 1.108  -0.696
2 C -1.201 0.708 0.124  0.319
3 N -0.492 1.366 -0.886  -0.096
4 C 0.259 1.030 -2.011  -0.428
5 O 1.461 0.551 -1.509  -0.426
6 C -1.386 -0.813 0.032  -0.487
7 C -0.395 -1.672 0.917  -0.736
8 S 1.012 -2.434 -0.134  -0.686
9 H -0.616 2.425 -0.855  0.338
10 H 0.028 0.308 -2.726  0.360
11 H 0.692 2.018 -2.384  0.223
12 H -2.447 -1.045 0.102  0.420
13 H -1.195 -1.157 -1.059  0.217
14 H 0.118 -1.011 1.527  0.189
15 H -0.970 -2.375 1.435  0.312
16 H 1.641 -0.208 -1.135  0.168
17 H 0.093 1.423 2.704  0.342
18 H 0.510 2.336 1.516  0.302
19 O 0.895 2.019 2.257  -0.634

Force components x, y, z for each atom (eV/Å):
0.474 -0.146 -1.389
0.056 -0.689 0.214
-3.837 3.507 1.606
4.164 0.514 1.487
2.043 7.064 -3.268
1.122 -0.436 -2.778
0.401 0.435 -3.464
-1.131 0.303 0.657
0.088 -2.203 0.601
-1.970 -0.781 -1.361
-1.577 -1.162 -0.488
-0.140 0.157 0.849
0.020 0.668 1.540
0.706 1.133 1.719
-0.538 -1.174 0.906
-0.006 -7.230 3.071
3.179 2.469 -2.071
-2.132 1.434 -3.819
-0.926 -3.863 5.989

---

No. 4
Computed, not measured: an isolated ion of composition C4H10NOS and charge -1 at a distorted geometry, with ωB97M-V with the def2-TZVPD basis set.

**Kohn-Sham gap**: 0.223 Eh
**Charge**: -1
**LUMO**: 0.120 Eh
**HOMO**: -2.80 eV
**SMILES string**: C[C@@H](CS)NC[O-]

Last column: Mulliken charge in e.
Cartesian coordinates (Å):
1 C 1.910 -0.906 0.507  -1.642
2 C 0.779 -0.009 0.020  0.610
3 C -0.594 -0.570 0.391  -0.921
4 S -1.102 -2.142 -0.384  -0.298
5 N 0.937 1.323 0.629  -0.621
6 C 0.263 2.331 -0.289  -0.544
7 O -1.042 2.170 -0.422  -0.861
8 H 1.942 -1.905 0.147  0.396
9 H 1.892 -0.926 1.606  0.296
10 H 2.849 -0.374 0.335  0.390
11 H 0.772 0.133 -1.059  0.398
12 H -1.366 0.144 0.098  0.338
13 H -0.678 -0.715 1.468  0.434
14 H -1.039 -1.797 -1.678  0.092
15 H 0.295 1.368 1.423  0.315
16 H 0.859 2.267 -1.214  0.298
17 H 0.501 3.311 0.166  0.320

Force components x, y, z for each atom (eV/Å):
0.490 1.382 0.828
-0.411 -0.250 0.899
-0.645 0.167 -0.544
0.239 -0.619 0.168
-0.304 0.078 -0.518
-0.285 0.404 0.619
-0.412 -0.189 -0.377
-0.100 -0.831 -0.527
-0.340 -0.197 -0.050
0.101 -0.212 -0.432
0.280 -0.091 -0.220
0.357 0.297 0.109
0.078 -0.266 0.103
0.015 0.266 0.118
0.238 -0.152 0.139
0.275 -0.065 -0.485
0.424 0.278 0.170

---

No. 5
Computed, not measured: a 2-piece molecular cluster, C4H10NOS overall at a distorted geometry, with ωB97M-V with the def2-TZVPD basis set.

**Kohn-Sham gap**: 0.247 Eh
**Charge**: -1
**LUMO**: 0.143 Eh
**HOMO**: -2.84 eV

Last column: Mulliken charge in e.
Cartesian coordinates (Å):
1 C -0.529 -0.601 -3.271  0.038
2 N -1.173 0.493 -2.775  -0.292
3 O -0.062 -1.578 -2.665  -0.561
4 H -0.445 -0.550 -4.380  0.306
5 H -1.135 0.586 -1.700  0.087
6 H -1.059 1.360 -3.302  0.240
7 C 0.505 0.594 2.818  -1.073
8 C 0.532 -0.561 1.820  -0.390
9 C 0.346 -0.166 0.309  -0.581
10 S -0.982 1.058 0.153  -0.680
11 H 0.986 1.503 2.435  0.269
12 H 0.976 0.302 3.780  0.363
13 H -0.527 0.891 3.076  0.254
14 H 1.487 -1.102 2.025  0.284
15 H -0.283 -1.282 2.010  0.206
16 H 0.063 -1.097 -0.188  0.288
17 H 1.299 0.149 -0.142  0.241

Force components x, y, z for each atom (eV/Å):
0.489 -0.225 0.059
0.837 -1.114 0.125
-1.082 1.389 -0.735
0.129 -0.124 0.048
-0.264 0.466 -0.428
-0.215 -0.571 0.154
-0.585 0.181 0.772
0.343 -0.210 -0.402
0.235 -0.599 1.211
-0.046 0.260 0.264
0.053 -0.280 0.007
-0.021 0.109 -0.450
0.400 -0.078 -0.307
-0.428 0.086 -0.583
0.242 0.325 0.295
0.089 0.199 -0.208
-0.173 0.185 0.178

---

No. 6
Computed, not measured: a 2-piece molecular cluster, C4H10NOS overall, with ωB97M-V with the def2-TZVPD basis set.

**Kohn-Sham gap**: 0.236 Eh
**Charge**: -1
**LUMO**: 0.137 Eh
**HOMO**: -2.69 eV

Last column: Mulliken charge in e.
Cartesian coordinates (Å):
1 C 1.940 -0.309 0.954  -0.821
2 C 2.014 1.188 0.637  -0.412
3 C 0.792 2.016 1.032  -0.643
4 S -0.782 1.476 0.277  -0.605
5 H 2.760 -0.838 0.465  0.297
6 H 0.989 -0.725 0.628  0.081
7 H 2.012 -0.485 2.033  0.287
8 H 2.958 1.547 1.072  0.307
9 H 2.092 1.327 -0.446  0.245
10 H 1.005 3.032 0.684  0.226
11 H 0.660 2.092 2.116  0.246
12 C -1.260 -2.342 -1.284  -0.010
13 N -2.011 -1.336 -0.819  -0.143
14 O -0.071 -2.372 -1.530  -0.530
15 H -1.847 -3.260 -1.510  0.299
16 H -1.607 -0.442 -0.475  -0.037
17 H -2.902 -1.583 -0.440  0.214

Force components x, y, z for each atom (eV/Å):
-0.180 0.253 0.103
-0.075 -0.542 -0.209
0.092 0.211 0.063
-0.109 0.219 0.008
-0.029 -0.117 0.008
0.035 -0.020 -0.179
0.062 0.056 0.010
-0.174 0.399 0.081
0.142 -0.202 -0.020
-0.131 0.047 0.085
0.154 -0.190 0.055
0.113 -0.760 -0.374
0.221 0.470 0.208
0.070 0.414 0.043
-0.254 0.119 0.225
0.403 -0.287 -0.061
-0.339 -0.069 -0.046

---

No. 7
Computed, not measured: an isolated ion of composition C4H10NOS and charge +1 at a distorted geometry, with ωB97M-V with the def2-TZVPD basis set.

**Kohn-Sham gap**: 0.353 Eh
**Charge**: +1
**LUMO**: -0.141 Eh
**HOMO**: -13.44 eV
**SMILES string**: [NH3+][C@H](C=O)CCS

Last column: Mulliken charge in e.
Cartesian coordinates (Å):
1 N -0.449 -0.752 -1.364  -0.241
2 C -0.805 0.047 -0.135  0.352
3 C -1.927 1.018 -0.427  -0.167
4 O -2.727 0.544 -1.155  -0.422
5 C 0.364 0.836 0.265  -1.001
6 C 1.494 0.053 1.156  -0.614
7 S 2.164 -1.451 0.557  -0.265
8 H -1.304 -1.030 -1.835  0.355
9 H -0.046 -1.666 -0.904  0.341
10 H 0.235 -0.336 -1.874  0.307
11 H -1.197 -0.628 0.719  0.326
12 H -1.898 2.057 0.087  0.307
13 H 0.944 1.232 -0.520  0.455
14 H 0.123 1.754 0.878  0.348
15 H 1.080 0.089 2.219  0.386
16 H 2.351 0.715 1.141  0.359
17 H 1.597 -2.483 1.190  0.174

Force components x, y, z for each atom (eV/Å):
-2.416 -4.350 4.897
0.109 0.586 1.659
0.631 -0.129 0.638
-2.181 0.779 -1.308
2.889 -0.239 3.389
-2.483 2.143 1.330
0.605 -1.061 -1.100
-0.288 0.321 -0.710
-0.216 1.834 -1.438
2.390 1.569 -2.292
0.760 0.703 -1.507
-0.405 -1.365 -0.817
0.258 0.450 -1.613
-0.165 -1.107 -0.515
0.839 -0.625 -1.276
0.135 0.184 0.210
-0.463 0.306 0.454

---

No. 8
Computed, not measured: an isolated ion of composition C4H10NOS and charge +1 at a distorted geometry, with ωB97M-V with the def2-TZVPD basis set.

**Kohn-Sham gap**: 0.316 Eh
**Charge**: +1
**LUMO**: -0.132 Eh
**HOMO**: -12.19 eV

Last column: Mulliken charge in e.
Cartesian coordinates (Å):
1 C -1.727 1.047 0.110  -0.821
2 C 0.170 0.518 1.712  -0.641
3 C 0.293 -0.026 0.279  0.657
4 C 0.399 -2.125 -0.872  -0.862
5 N 1.157 0.550 -0.575  -0.388
6 O 0.016 -1.308 0.229  -0.254
7 S -1.140 1.783 1.633  0.143
8 H -2.091 1.786 -0.587  0.398
9 H -2.492 0.320 0.352  0.311
10 H -0.209 -0.294 2.335  0.346
11 H 1.114 0.867 2.133  0.464
12 H 0.152 -1.673 -1.834  0.379
13 H -0.170 -3.045 -0.754  0.242
14 H 1.469 -2.344 -0.817  0.386
15 H 1.326 1.541 -0.531  0.215
16 H -0.390 2.755 1.051  0.208
17 H 1.316 0.122 -1.475  0.218

Force components x, y, z for each atom (eV/Å):
0.932 -0.846 0.049
0.001 0.100 0.048
-1.325 0.940 -0.185
0.274 -0.411 -0.456
0.131 -0.653 0.179
0.169 0.496 0.396
0.510 -0.239 -0.551
-0.030 0.300 -0.104
-0.226 -0.016 0.210
-0.040 0.125 -0.018
0.007 0.055 0.026
-0.109 0.072 0.085
0.088 0.086 -0.046
-0.145 0.067 -0.010
-0.001 -0.024 0.086
-0.185 -0.153 0.278
-0.052 0.100 0.013

---

No. 9
Computed, not measured: a 2-piece molecular cluster, C4H10NS overall at a distorted geometry, with ωB97M-V with the def2-TZVPD basis set.

**Kohn-Sham gap**: 0.240 Eh
**Charge**: -1
**LUMO**: 0.156 Eh
**HOMO**: -2.28 eV

Last column: Mulliken charge in e.
Cartesian coordinates (Å):
1 C 1.137 0.311 -1.582  -0.996
2 C 0.712 -1.076 -1.096  -0.303
3 C -1.581 -1.389 -1.144  -0.199
4 N -0.497 -1.510 -1.785  -0.547
5 H 1.924 0.704 -0.941  0.234
6 H 1.506 0.243 -2.610  0.353
7 H 0.295 0.996 -1.505  0.233
8 H 0.642 -1.086 -0.009  0.285
9 H 1.481 -1.796 -1.413  0.316
10 H -1.620 -0.972 -0.133  0.176
11 H -2.500 -1.690 -1.651  0.269
12 C 0.485 1.148 2.748  -0.796
13 S -0.330 1.062 1.145  -0.621
14 H 1.575 1.223 2.645  0.182
15 H 0.166 2.060 3.267  0.212
16 H 0.274 0.308 3.423  0.201

Force components x, y, z for each atom (eV/Å):
-0.003 -0.340 -0.088
0.777 -0.354 -0.576
0.191 -0.031 -0.158
-0.366 0.053 0.066
-0.007 -0.002 0.013
-0.114 0.105 -0.070
0.110 0.047 -0.077
-0.269 0.116 -0.039
0.042 0.075 0.181
-0.079 -0.023 0.040
-0.029 0.040 0.106
0.141 0.446 0.523
-0.436 0.059 0.080
-0.016 -0.091 0.026
0.084 -0.098 0.141
-0.025 -0.001 -0.169

---

No. 10
Computed, not measured: an isolated ion of composition C4H10NS and charge -1 at a distorted geometry, with ωB97M-V with the def2-TZVPD basis set.

**Kohn-Sham gap**: 0.220 Eh
**Charge**: -1
**LUMO**: 0.137 Eh
**HOMO**: -2.26 eV
**SMILES string**: CCNCC[S-]

Last column: Mulliken charge in e.
Cartesian coordinates (Å):
1 C 1.650 -1.681 0.771  -1.197
2 C 0.512 -0.983 0.037  -0.289
3 N 0.159 0.255 0.752  -0.411
4 C -0.271 1.312 -0.169  -0.750
5 C -1.696 1.211 -0.723  -0.534
6 S -1.748 1.848 -2.469  -0.716
7 H 2.512 -1.009 0.767  0.288
8 H 1.906 -2.663 0.377  0.365
9 H 1.441 -1.731 1.845  0.295
10 H 0.848 -0.704 -0.965  0.299
11 H -0.363 -1.597 -0.190  0.314
12 H -0.611 0.033 1.381  0.244
13 H -0.289 2.257 0.401  0.277
14 H 0.436 1.523 -0.964  0.408
15 H -2.052 0.170 -0.716  0.153
16 H -2.434 1.758 -0.135  0.254

Force components x, y, z for each atom (eV/Å):
-0.138 0.447 0.511
0.153 0.449 -0.309
0.224 -0.438 -0.495
-1.091 1.369 1.251
-0.082 -0.441 -1.419
-0.167 -0.108 0.406
0.140 -0.161 -0.396
0.047 -0.037 -0.012
-0.306 -0.421 -0.092
0.157 0.128 0.077
-0.016 -0.391 0.408
0.137 0.223 -0.077
0.302 -0.155 0.060
0.192 -0.631 -0.165
0.244 -0.011 -0.038
0.205 0.177 0.290

---

No. 11
Computed, not measured: a 2-piece molecular cluster, C4H10NS overall at a distorted geometry, with ωB97M-V with the def2-TZVPD basis set.

**Kohn-Sham gap (spin up / spin down)**: 0.084 / 0.219 Eh
**Charge**: -2
**Multiplicity**: 2
**⟨S²⟩**: 0.7509
**LUMO (spin up / spin down)**: 0.246 / 0.243 Eh
**HOMO (spin up / spin down)**: 4.42 / 0.65 eV

Last column: Löwdin spin population.
Cartesian coordinates (Å):
1 C 0.859 -1.269 1.258  0.054
2 C -0.123 -1.409 0.110  0.128
3 C 0.684 -1.005 -2.068  0.347
4 N 0.527 -1.872 -1.104  0.060
5 H 0.380 -1.138 2.261  0.022
6 H 1.509 -2.184 1.327  0.010
7 H 1.522 -0.432 1.120  0.002
8 H -0.668 -0.491 -0.059  0.013
9 H -0.852 -2.187 0.317  0.069
10 H 0.409 0.054 -1.961  0.034
11 H 1.138 -1.382 -2.984  0.119
12 C -1.203 2.735 0.380  0.047
13 S 0.380 1.903 0.079  0.063
14 H -1.312 2.945 1.467  0.007
15 H -1.242 3.674 -0.206  0.008
16 H -2.008 2.057 0.064  0.017

Force components x, y, z for each atom (eV/Å):
0.428 -1.189 0.852
-0.015 -0.354 -0.340
-0.490 -1.106 1.638
0.774 1.267 -1.432
0.055 -0.040 -0.766
-0.609 0.537 -0.079
0.098 0.465 -0.210
0.009 0.395 0.106
-0.388 -0.375 0.390
0.006 -0.295 -0.099
0.043 0.018 -0.128
0.142 0.062 0.146
0.587 0.488 0.026
-0.177 0.105 -0.609
-0.301 -0.315 0.404
-0.161 0.337 0.101

---

No. 12
Computed, not measured: a 2-piece molecular cluster, C4H10NS overall at a distorted geometry, with ωB97M-V with the def2-TZVPD basis set.

**Kohn-Sham gap**: 0.283 Eh
**Charge**: +1
**LUMO**: -0.187 Eh
**HOMO**: -12.81 eV

Last column: Mulliken charge in e.
Cartesian coordinates (Å):
1 C 0.218 -2.353 -0.049  -0.090
2 C -1.102 -2.289 -0.134  -0.733
3 C -1.007 2.113 0.459  -1.175
4 C -0.022 1.269 -0.153  0.739
5 N 1.272 1.607 -0.136  -0.291
6 S 1.457 -1.798 -1.213  -0.219
7 H 1.809 0.852 -0.740  0.263
8 H -1.655 -1.786 -0.848  0.397
9 H -1.540 -2.735 0.685  0.251
10 H -0.721 2.494 1.457  0.397
11 H -2.001 1.618 0.444  0.304
12 H -0.914 3.180 -0.055  0.372
13 H -0.413 0.296 -0.560  0.020
14 H 0.732 -2.972 0.643  0.299
15 H 2.338 -1.833 -0.331  0.167
16 H 1.549 2.339 0.529  0.299

Force components x, y, z for each atom (eV/Å):
0.447 0.090 -1.470
2.438 0.149 0.551
-0.720 2.628 0.047
2.163 0.119 0.498
-2.659 -3.817 -1.805
-2.530 0.477 -2.015
-0.225 2.174 1.981
-0.995 0.843 -1.410
-1.593 -0.978 1.339
-0.154 -0.756 -0.001
0.584 0.969 0.052
-0.855 -2.187 0.368
1.209 1.063 -0.202
-0.117 -0.323 1.033
2.432 -0.104 1.948
0.574 -0.346 -0.915